Entry 1:
Here is a structure of composition C22H43InNO21S5 at a distorted geometry from OMol25. Energies are from wB97M-V/def2-TZVPD.

Geometry as XYZ:
```
93
Properties=species:S:1:pos:R:3:forces:R:3
O 6.089346 -0.598265 1.550687 0.1 0.1 0.2
C 5.477941 -1.041266 0.324277 0.3 0.7 0.5
C 4.849849 0.138540 -0.401671 -0.1 -1.0 -1.2
C 4.368912 -0.355147 -1.807268 -0.6 1.0 0.2
C 2.893321 0.059928 -2.037336 0.2 -0.7 0.7
In 1.569478 -1.326519 -0.841269 -0.3 0.3 -0.4
C -0.502463 -1.405244 -1.730253 0.6 -0.3 0.3
C -1.278863 -2.579255 -1.064567 -0.1 0.5 -1.2
C -2.568754 -2.184662 -0.334665 0.5 -0.6 0.6
C -2.407177 -1.060030 0.696982 -0.9 -0.2 -0.3
N -2.581188 0.305372 0.167382 0.5 -0.7 0.8
C -3.195139 0.758554 -0.961301 0.1 0.8 0.3
C -3.029710 2.131917 -0.960931 -0.1 0.7 -0.1
C -2.283101 2.519917 0.191974 -0.4 -1.1 0.0
C -2.045812 1.335998 0.875176 0.0 0.9 -0.4
H 5.711776 -1.057477 2.305230 -0.1 -0.2 -0.1
H 4.748544 -1.829354 0.538842 0.0 0.1 -0.3
H 6.291671 -1.431077 -0.303037 -0.3 -0.2 0.1
H 3.960390 0.517518 0.109666 0.3 0.0 0.3
H 5.606651 0.909916 -0.583101 -0.2 0.1 0.5
H 4.485075 -1.445195 -1.853684 0.0 0.2 -0.3
H 4.974710 0.145309 -2.581016 0.3 -0.5 0.1
H 2.655268 0.041020 -3.105617 -0.2 0.1 0.3
H 2.730207 1.056336 -1.600294 0.1 0.0 -0.5
H 2.280486 -2.975360 -0.900813 -0.1 0.2 0.1
H 1.367269 -0.758870 0.862815 0.1 0.0 0.0
H -0.988369 -0.431638 -1.634713 0.0 -0.2 0.0
H -0.348278 -1.599893 -2.798766 -0.1 0.1 0.1
H -0.594856 -3.161985 -0.433547 -0.4 0.1 0.3
H -1.571192 -3.264909 -1.876728 0.0 -0.1 0.3
H -3.397766 -1.999181 -1.028671 0.2 0.2 0.1
H -2.883728 -3.068842 0.243282 -0.1 0.2 -0.1
H -3.175076 -1.205208 1.470333 0.1 0.1 -0.1
H -1.433759 -1.099764 1.194587 0.0 -0.1 -0.3
H -3.686470 0.124899 -1.682103 0.2 -0.1 0.1
H -3.397768 2.841923 -1.693640 0.0 -0.3 -0.1
H -1.964046 3.511049 0.479881 -0.1 -0.1 0.0
H -1.534309 1.156727 1.810551 0.0 -0.1 -0.2
C 5.108790 0.202720 -7.344488 0.0 0.4 -0.2
C 5.520569 0.447771 -5.907651 0.3 -0.4 0.1
O 4.289616 0.594058 -5.200311 -0.2 0.2 -0.5
S 3.165124 -0.332050 -5.875136 0.2 0.0 0.1
O 3.077857 -1.548445 -5.158292 -0.2 -0.1 -0.2
O 2.031919 0.470604 -6.156483 0.0 0.0 0.1
O 3.948896 -0.625854 -7.256458 0.1 -0.1 0.3
H 4.828015 1.134588 -7.841674 0.0 0.0 0.0
H 5.885731 -0.294609 -7.920580 -0.1 -0.2 0.0
H 6.132657 1.338890 -5.794141 -0.2 0.1 0.1
H 6.051444 -0.412731 -5.492701 0.0 0.0 0.0
C -6.822507 2.685450 -0.249707 0.5 0.1 0.3
C -7.012714 1.195260 -0.085482 0.0 -0.2 -0.5
O -8.114036 1.067600 0.822555 0.3 2.7 0.0
S -9.122226 2.283392 0.602031 0.6 -0.2 -0.2
O -10.182012 1.857009 -0.244982 -0.2 0.2 0.1
O -9.370516 2.900257 1.856585 -0.3 -0.1 0.0
O -8.150760 3.228210 -0.261890 -0.2 -0.3 -0.1
H -6.286893 3.110852 0.600866 0.1 0.0 0.0
H -6.299824 2.936998 -1.168320 -0.2 0.1 -0.1
H -6.128284 0.705041 0.313149 -0.1 0.0 0.2
H -7.295657 0.721881 -1.029586 0.0 0.0 0.0
C 6.109511 -0.112722 6.370298 0.2 0.1 0.4
C 7.333071 -0.510659 5.573140 -0.1 0.4 -0.5
O 7.248186 -1.939414 5.475090 -0.2 -0.1 0.4
S 5.705919 -2.378731 5.417947 0.2 0.5 0.1
O 5.339358 -2.568121 4.061970 -0.2 -0.2 0.0
O 5.483496 -3.367569 6.408651 0.0 -0.2 -0.2
O 5.075286 -0.988464 5.909866 0.2 -0.1 -0.3
H 6.255204 -0.286885 7.438964 0.0 0.0 0.0
H 5.827489 0.924579 6.207799 -0.2 -0.1 -0.1
H 8.260965 -0.216095 6.055799 0.0 -0.3 0.0
H 7.302286 -0.097415 4.562076 0.0 0.0 0.0
C -8.995477 -4.050740 -0.583213 0.0 -0.5 0.1
C -10.255226 -3.659442 0.160113 -0.2 0.3 -0.4
O -9.788786 -3.122316 1.401261 0.4 -0.3 0.0
S -8.372974 -2.391903 1.170914 -0.3 -0.1 -0.2
O -8.590306 -0.995357 1.008217 -0.1 -2.2 0.3
O -7.446826 -2.906531 2.111661 0.0 0.1 0.1
O -8.054328 -3.019245 -0.275462 -0.3 0.2 0.1
H -8.595838 -4.999246 -0.217601 0.0 0.0 0.0
H -9.149148 -4.113595 -1.657596 0.1 0.2 0.0
H -10.916403 -4.504144 0.335156 0.1 0.0 0.3
H -10.801138 -2.873568 -0.367385 0.0 0.0 0.0
C 3.909682 3.210331 1.080507 0.0 -0.6 0.1
C 2.623805 3.548742 1.797415 -0.3 0.3 -0.4
O 3.049975 4.051109 3.076406 0.4 -0.1 0.0
S 4.448852 4.810262 2.909818 -0.3 -0.4 -0.4
O 4.205642 6.206117 2.803479 0.2 0.1 0.1
O 5.359162 4.282491 3.864052 0.0 0.2 0.2
O 4.826689 4.255078 1.459620 -0.3 0.3 0.2
H 4.314275 2.257450 1.421699 0.0 0.0 0.0
H 3.787051 3.184167 0.000977 0.2 0.2 0.0
H 1.974979 2.685063 1.918679 0.1 0.0 0.2
H 2.077308 4.344098 1.285708 0.0 0.0 0.0
```
Forces are in eV/Å.

Its net charge is -1. Its HOMO energy is -4.315 eV. The largest force on an atom comes out at 2.706 eV/Å.

Entry 2:
Here is a cluster of 3 separate species, C22H43N4O11PS in total at a distorted geometry from OMol25. Energies are from wB97M-V/def2-TZVPD.

Geometry as XYZ:
```
82
Properties=species:S:1:pos:R:3:forces:R:3
N 1.663269 4.920525 2.023680 -0.1 0.4 0.7
C 1.683109 4.813543 0.777064 0.2 -0.1 -0.4
C 2.125043 5.858241 -0.215485 -0.5 -0.4 0.3
C 1.760839 7.285897 0.173532 1.0 0.0 -0.9
O 1.027113 7.880646 -0.937020 0.1 0.1 0.1
S 2.055873 8.512286 -1.952051 0.4 0.0 0.2
O 1.463937 9.541670 -2.674255 -1.1 1.8 -0.2
O 2.783505 7.576488 -2.703716 0.7 -1.5 -0.1
O 3.049029 9.086574 -0.807090 -0.3 -0.2 -0.3
C 2.905086 8.320423 0.394648 0.0 1.1 0.0
O 2.377541 9.260931 1.319115 -0.1 -0.1 0.0
N 3.230752 9.489793 2.431303 0.4 0.3 0.5
O 2.845753 10.364293 3.085442 -0.2 -0.3 -0.2
P 4.601723 7.632585 0.729731 0.3 -0.4 0.1
O 4.521785 6.542696 1.650688 -0.4 -1.4 1.7
O 5.625419 8.767275 1.145490 -0.5 0.9 -0.6
O 5.088678 7.103215 -0.674999 0.1 1.0 -0.5
H 1.997345 5.850818 2.293320 0.1 -0.1 0.3
H 1.392187 3.859316 0.354208 -0.1 -0.2 -0.1
H 3.175136 5.700874 -0.424339 0.2 0.1 0.0
H 1.606323 5.656168 -1.141177 -0.1 0.0 -0.4
H 1.154813 7.391147 1.056948 -0.5 -0.3 0.1
H 5.327025 9.644434 0.849975 0.4 0.0 0.2
H 5.391820 7.860805 -1.206218 0.0 -0.5 -0.3
C 0.525989 -1.923172 -0.159710 -0.3 -0.1 0.1
C 1.262339 -0.713054 0.476201 -0.3 -1.2 -1.4
C 2.565091 -1.164068 1.143618 0.2 0.0 0.5
C 2.352846 -1.911880 2.455896 0.0 0.0 0.0
C 1.487998 -1.084851 3.403798 0.5 0.1 -0.2
C 0.161670 -0.662768 2.772866 -1.3 -1.2 0.6
N 0.362946 -0.012154 1.440900 1.9 0.5 0.9
O 0.791368 1.188431 1.625974 -0.5 0.6 -0.3
C -0.749421 -1.901060 2.655746 0.1 -0.2 -0.2
C -0.577755 0.278775 3.716230 0.1 0.6 -0.1
C 1.631820 0.195829 -0.692094 0.0 0.6 0.2
H 1.032569 -2.867819 0.043624 0.0 0.0 0.1
H -0.501165 -2.016684 0.180258 0.0 0.0 0.1
H 0.450361 -1.825365 -1.242536 0.2 0.1 0.0
H 3.192421 -0.288949 1.341240 -0.1 0.1 0.0
H 3.124989 -1.790689 0.446522 -0.1 0.0 -0.1
H 1.899241 -2.889662 2.271159 0.0 0.0 0.0
H 3.319969 -2.109739 2.922743 0.0 0.0 0.0
H 1.289733 -1.654658 4.313825 -0.2 0.0 0.0
H 2.049199 -0.197235 3.712147 -0.1 0.1 -0.1
H -1.668745 -1.661851 2.119646 0.0 0.0 0.0
H -1.030591 -2.247945 3.650191 0.1 0.1 0.1
H -0.276690 -2.747027 2.161498 0.0 0.0 -0.1
H 0.017103 1.150857 3.980918 0.0 0.0 -0.1
H -0.817861 -0.243798 4.641624 0.0 -0.1 -0.1
H -1.512157 0.622974 3.270297 0.0 0.0 0.0
H 0.737281 0.583246 -1.182993 0.0 0.0 0.0
H 2.199237 -0.377524 -1.424728 0.0 -0.1 0.0
H 2.250281 1.038658 -0.386584 -0.1 0.0 0.1
C -5.350484 -4.759121 -2.033899 -0.1 -0.3 0.1
C -3.945138 -4.111626 -1.886155 -1.8 0.1 -0.3
C -3.237021 -4.042432 -3.242531 0.5 -0.2 -0.2
C -2.720656 -5.390558 -3.735188 0.0 0.0 0.1
C -1.839656 -6.040901 -2.671346 0.0 0.4 -0.3
C -2.542043 -6.164247 -1.319990 -0.6 -1.7 0.1
N -3.132474 -4.860940 -0.880689 1.6 0.7 -1.2
O -2.186858 -4.100797 -0.451783 0.0 0.2 0.8
C -3.620792 -7.259969 -1.419785 -0.3 0.1 -0.1
C -1.558721 -6.680378 -0.275855 0.3 0.4 0.3
C -4.208030 -2.681837 -1.423019 0.4 0.2 0.4
H -5.542854 -5.101295 -3.051805 0.0 -0.1 0.0
H -5.495099 -5.601777 -1.363731 0.1 0.0 0.0
H -6.140010 -4.055334 -1.774475 0.1 0.1 -0.1
H -2.389995 -3.352451 -3.173065 0.0 0.0 0.2
H -3.919755 -3.615167 -3.979323 -0.1 0.0 0.1
H -3.553662 -6.046288 -4.003414 0.0 0.0 0.0
H -2.142054 -5.246765 -4.649782 0.0 0.0 0.0
H -1.525940 -7.031335 -3.006975 0.0 -0.1 0.1
H -0.925242 -5.449649 -2.559355 0.0 0.1 0.1
H -4.211430 -7.310906 -0.504103 0.0 0.0 0.0
H -3.148844 -8.232241 -1.559679 0.1 0.0 0.0
H -4.299406 -7.128263 -2.259878 0.0 0.1 0.0
H -0.674451 -6.051237 -0.193815 -0.1 0.1 0.0
H -1.221612 -7.678979 -0.551298 -0.1 0.0 -0.1
H -2.028985 -6.741681 0.706719 0.0 0.0 0.0
H -4.675256 -2.670462 -0.437147 0.0 0.0 0.0
H -4.886491 -2.198453 -2.125431 -0.1 -0.1 -0.1
H -3.300212 -2.082375 -1.380270 0.0 -0.1 0.1
```
Forces are in eV/Å.

As for the multiplicity: 3. Its net charge is 0. Its HOMO energy (spin up / spin down) is -8.226 / -9.084 eV. The largest force on an atom comes out at 2.203 eV/Å.

Entry 3:
Here is a cluster of 6 separate species, C22H44BIO21S in total from OMol25. Energies are from wB97M-V/def2-TZVPD.

Geometry as XYZ:
```
90
Properties=species:S:1:pos:R:3:forces:R:3
C -0.954482 3.425975 2.124177 0.0 0.0 0.0
C -0.624021 2.015061 1.680835 0.1 -0.1 0.0
I -1.397404 1.636810 -0.292328 -0.2 0.1 -0.1
C 0.877603 1.675699 1.712860 0.0 -0.1 0.0
C 1.207801 0.474411 2.615342 0.0 -0.1 -0.2
C 2.101113 -0.553354 1.910995 0.1 0.1 0.3
C 2.183465 -1.866535 2.689994 0.0 -0.2 0.0
S 1.890790 -1.720844 4.445758 -0.1 0.1 -0.2
O 2.894359 -2.426220 5.172606 -0.1 -0.1 0.1
O 0.501194 -1.994446 4.672496 0.0 0.0 0.0
O 2.126720 -0.180347 4.789937 0.5 0.1 0.0
C 1.962445 0.908891 3.856528 -0.2 0.0 -0.1
O 1.313444 1.919176 4.540283 -0.2 0.0 0.2
B 2.019643 2.923366 5.212188 0.1 -0.1 -0.2
O 1.685688 3.247924 6.485088 0.0 0.3 -0.1
O 3.034363 3.619517 4.616982 0.0 0.1 0.2
H -0.587763 3.562250 3.146007 0.0 0.0 0.0
H -0.478120 4.167767 1.480284 0.0 0.0 0.0
H -2.029558 3.603319 2.115489 0.0 0.0 0.0
H -1.188467 1.301287 2.276286 0.0 0.0 0.0
H 1.418141 2.571838 2.033549 0.0 -0.1 0.0
H 1.241286 1.450554 0.711545 0.0 0.1 0.0
H 0.279823 -0.013171 2.930254 0.0 0.1 0.1
H 1.734881 -0.769251 0.907165 0.0 0.0 0.0
H 3.090441 -0.092489 1.825428 0.0 -0.2 -0.2
H 1.377906 -2.537970 2.387115 0.3 0.2 0.1
H 3.129506 -2.388870 2.560892 0.1 0.1 0.1
H 2.979715 1.213038 3.576576 0.0 0.0 0.0
H 0.948572 2.729592 6.808319 -0.1 -0.2 0.1
H 3.111114 3.478382 3.672543 0.1 -0.1 -0.1
C -5.964085 -0.765118 3.646435 0.0 0.0 0.0
O -6.535459 -0.615358 2.341284 0.0 0.0 0.0
C -5.762501 0.037166 1.476200 0.0 0.0 -0.1
O -4.668779 0.487847 1.703240 0.0 0.0 0.1
O -6.395855 0.107969 0.306783 0.0 0.0 0.0
C -5.653356 0.783669 -0.719164 0.0 0.0 0.0
H -6.704262 -1.308423 4.224729 0.0 0.0 0.0
H -5.033564 -1.327581 3.592597 0.0 0.0 0.0
H -5.769401 0.208876 4.091332 0.0 0.0 0.0
H -4.710944 0.273173 -0.911265 0.0 0.0 0.0
H -5.444555 1.810523 -0.424959 0.0 0.0 0.0
H -6.291829 0.760333 -1.596990 0.0 0.0 0.0
C -4.807574 -1.309949 -4.571772 0.0 0.0 0.0
O -4.646581 -0.190524 -5.453795 0.0 0.0 0.0
C -3.768704 0.715312 -5.039085 0.0 0.0 0.0
O -3.152548 0.675920 -4.001050 -0.1 0.0 0.0
O -3.676405 1.673974 -5.955097 0.0 0.0 0.0
C -2.745885 2.715491 -5.631819 0.0 0.0 0.0
H -5.546701 -1.945892 -5.047548 0.0 0.0 0.0
H -3.863568 -1.839528 -4.457488 0.0 0.0 0.0
H -5.158646 -0.978486 -3.596222 0.0 0.0 0.0
H -1.741348 2.308936 -5.527456 0.0 0.0 0.0
H -3.033240 3.209106 -4.705364 0.0 0.0 0.0
H -2.790628 3.408914 -6.465182 0.0 0.0 0.0
C 1.376654 -5.894410 0.241266 0.0 0.0 0.0
O 1.075037 -4.635348 0.857252 0.0 0.0 0.0
C -0.183013 -4.523937 1.288056 -0.1 -0.2 0.0
O -1.037805 -5.364097 1.194954 0.1 0.1 0.0
O -0.325776 -3.319015 1.838479 -0.3 -0.2 -0.2
C -1.632939 -3.044102 2.363991 -0.1 0.2 0.1
H 2.420096 -5.830338 -0.050109 0.0 0.0 0.0
H 1.225381 -6.708201 0.947590 0.0 0.0 0.0
H 0.744030 -6.051881 -0.630081 0.0 0.0 0.0
H -1.888202 -3.748569 3.152387 0.1 0.0 0.0
H -2.380358 -3.089994 1.574155 0.0 0.0 0.0
H -1.563242 -2.037392 2.765053 0.0 0.0 0.0
C -0.206320 -0.357920 -3.403448 -0.1 0.1 0.0
O 1.009459 -0.223693 -4.158851 0.0 0.0 0.0
C 1.084844 -1.016986 -5.222323 0.0 0.0 0.0
O 0.243530 -1.797260 -5.588317 0.0 0.0 0.0
O 2.257296 -0.802680 -5.825049 0.0 0.0 0.0
C 2.468797 -1.596338 -6.998205 0.0 0.0 0.0
H -0.138572 0.369424 -2.601941 0.1 -0.1 0.0
H -1.077398 -0.124354 -4.008320 0.1 -0.1 -0.1
H -0.291386 -1.365411 -2.999585 0.0 0.0 0.0
H 1.703627 -1.386984 -7.743401 0.0 0.0 0.0
H 2.446424 -2.656053 -6.750941 0.0 0.0 0.0
H 3.448885 -1.310926 -7.367009 0.0 0.0 0.0
C 4.170616 1.300127 -1.828963 -0.1 -0.1 0.0
O 5.355321 2.057320 -1.549383 0.0 0.0 0.1
C 5.608579 2.198220 -0.251362 0.0 -0.1 0.0
O 4.943123 1.739277 0.646459 0.0 0.1 0.1
O 6.721663 2.908817 -0.106750 0.0 0.0 0.0
C 7.117705 3.127861 1.253792 0.0 0.0 0.0
H 4.105748 1.217961 -2.908857 0.0 0.1 0.0
H 4.242829 0.310799 -1.380688 0.0 0.0 0.0
H 3.293858 1.811707 -1.434896 0.0 0.0 0.0
H 7.302855 2.178746 1.752864 0.0 0.0 0.0
H 6.345822 3.674296 1.792372 0.0 0.0 0.0
H 8.029055 3.713627 1.196278 0.0 0.0 0.0
```
Forces are in eV/Å.

Its net charge is 0. The structure (SMILES) is C[C@@H](I)C[C@H]1CCS(=O)(=O)O[C@@H]1OB(O)O.COC(=O)OC.COC(=O)OC.COC(=O)OC.COC(=O)OC.COC(=O)OC. Its HOMO energy is -9.455 eV. The largest force on an atom comes out at 0.483 eV/Å.

Q: largest force on an atom of number 2 (C22H43N4O11PS)?
A: 2.203 eV/Å

Q: Number 2 is which compound?
A: C22H43N4O11PS

Q: Which of these has the lowest largest force on an atom?
A: C22H44BIO21S